C8H17BrNO | the ωB97M-V functional and the def2-TZVPD basis

Geometry (Å):
C -0.13052 0.57736 2.57823
C -0.87269 1.21323 1.38003
C 1.16451 -1.23094 1.27889
C -0.05852 -0.05789 -0.44429
C -2.11709 -0.49462 -1.81464
C 2.13007 0.98670 -1.41685
C -1.18222 -0.98273 -0.76081
C 1.01133 -0.07251 -1.56051
N 0.12755 -0.90219 2.36757
O -0.04543 1.03199 0.25958
Br 0.96032 -3.14274 0.94263
H 0.84411 1.10307 2.62674
H -0.67485 0.70898 3.48574
H -1.93463 0.84952 1.36066
H -1.02594 2.30046 1.34049
H 2.15967 -1.03937 1.68962
H -2.72838 -1.34836 -2.13644
H -1.64735 -0.28528 -2.87077
H -2.70639 0.27947 -1.42268
H 1.72719 1.86901 -0.93886
H 2.56744 1.16225 -2.31731
H 3.02041 0.74981 -0.77040
H -0.89016 -2.03916 -1.12286
H -1.82647 -1.06787 0.16206
H 1.30237 -1.16784 -1.94151
H 0.37799 0.17172 -2.32997
H 0.50849 -1.25782 3.19614
H -0.69744 -1.37482 2.14285

Summary:
Energy: -3018.63411 Eh
Maximum force: 5.2 eV/A
HOMO: -11.86 eV
Gap between HOMO and LUMO: 8.65 eV
Net charge: +1
Energy above the lowest of the compared OMol25 structures with the same formula, charge and spin: 295.8 kJ/mol